Model one:
55
Properties=species:S:1:pos:R:3:mulliken_charge:R:1 method="wB97M-V/def2-TZVPD" lumo_energy_ha=0.0223 smiles="Cc1ccc(NC(=O)C2CCN(C(=O)[C@@H]3Cc4ccccc4CN3)CC2)cc1" e_homo_ev=-8.34 homo_lumo_gap_ev=8.95 charge=0
C 7.3010 5.4711 -1.7031 -1.351
C 6.2611 4.3940 -1.6429 0.758
C 4.9721 4.6831 -1.2095 -0.781
C 3.9960 3.7084 -1.1413 -0.400
C 4.2981 2.4019 -1.5121 0.848
C 5.5858 2.1017 -1.9472 -0.626
C 6.5518 3.0874 -2.0104 -0.853
H 7.5455 2.8339 -2.3510 0.293
H 5.8316 1.0889 -2.2379 0.317
N 3.3622 1.3594 -1.4721 -0.074
C 2.0585 1.3879 -1.0811 0.120
O 1.4700 2.3756 -0.7041 -0.673
C 1.4045 0.0067 -1.1350 0.279
C -0.1182 0.1383 -1.1831 -0.796
H -0.4420 0.7524 -0.3417 0.188
H -0.4194 0.6429 -2.1019 0.454
C -0.7702 -1.2425 -1.1105 -0.726
N -0.3466 -1.9302 0.0858 0.126
C -1.0994 -2.2325 1.1634 0.509
O -0.6264 -2.7833 2.1421 -0.724
C -2.5864 -1.8629 1.0992 -0.042
N -3.2224 -2.5444 -0.0225 -0.325
H -3.1992 -3.5454 0.1534 0.302
C -4.6002 -2.1097 -0.1769 -1.453
C -5.4054 -2.1152 1.1004 0.868
C -6.7928 -2.0711 1.0482 -0.620
C -7.5432 -2.0607 2.2081 -0.555
C -6.9056 -2.0942 3.4378 -0.592
C -5.5261 -2.1348 3.4956 -0.711
C -4.7615 -2.1430 2.3342 0.753
C -3.2628 -2.2066 2.4305 -0.993
H -2.9065 -1.5331 3.2122 0.438
H -2.9583 -3.2171 2.7240 0.323
H -5.0245 -2.1595 4.4525 0.447
H -7.4847 -2.0875 4.3495 0.389
H -8.6214 -2.0287 2.1549 0.382
H -7.2827 -2.0458 0.0847 0.409
H -5.0781 -2.7440 -0.9281 0.544
H -4.5783 -1.0857 -0.5759 0.277
H -2.6715 -0.7832 0.9183 0.486
C 1.0855 -2.1334 0.1427 -1.120
C 1.8052 -0.7846 0.1182 -0.641
H 1.5217 -0.2137 1.0045 0.311
H 2.8847 -0.9455 0.1483 0.394
H 1.3942 -2.7417 -0.7155 0.419
H 1.3089 -2.6725 1.0648 0.468
H -0.4502 -1.8408 -1.9731 0.240
H -1.8540 -1.1750 -1.1384 0.368
H 1.7513 -0.5285 -2.0271 0.289
H 3.7321 0.4654 -1.7654 0.203
H 3.0028 3.9503 -0.8037 0.517
H 4.7265 5.6942 -0.9190 0.361
H 8.2320 5.0922 -2.1170 0.332
H 6.9559 6.2993 -2.3205 0.331
H 7.4989 5.8617 -0.7053 0.312

Model two:
55
Properties=species:S:1:pos:R:3:mulliken_charge:R:1 method="wB97M-V/def2-TZVPD" lumo_energy_ha=0.0292 smiles="O=C1C[C@H](N2CCN(Cc3ccccc3)CC2)C(=O)N1CCc1ccccc1" e_homo_ev=-8.29 homo_lumo_gap_ev=9.08 charge=0
O -3.4977 -1.1884 -1.4420 -0.604
C -2.3246 -1.4374 -1.3699 0.561
N -1.3157 -0.5370 -1.6511 0.378
C -0.0489 -1.0660 -1.5747 0.209
O 0.9465 -0.4795 -1.9191 -0.609
C -0.1631 -2.5076 -1.0497 0.213
N 0.4310 -2.8121 0.2356 0.154
C 0.0979 -1.9464 1.3497 -1.213
C 0.9868 -0.7028 1.4470 -0.169
N 2.3857 -1.0845 1.4866 -0.019
C 2.7352 -1.8648 0.3092 -0.030
C 1.8487 -3.1120 0.2591 -1.526
H 2.1043 -3.7181 -0.6119 0.493
H 2.0258 -3.7048 1.1624 0.456
H 3.7805 -2.1709 0.4006 0.547
H 2.6145 -1.2904 -0.6204 0.094
C 3.2691 0.0577 1.7073 -1.674
C 3.1492 1.1328 0.6550 0.723
C 3.8901 1.0649 -0.5185 -0.332
C 3.6977 1.9888 -1.5299 -0.673
C 2.7615 2.9969 -1.3819 -0.555
C 2.0311 3.0870 -0.2097 -0.423
C 2.2249 2.1613 0.8001 -0.210
H 1.6537 2.2408 1.7156 0.329
H 1.3060 3.8786 -0.0814 0.433
H 2.6045 3.7135 -2.1748 0.404
H 4.2770 1.9180 -2.4388 0.401
H 4.6269 0.2835 -0.6395 0.389
H 3.0203 0.4672 2.6916 0.487
H 4.2912 -0.3286 1.7417 0.560
H 0.7553 -0.1719 2.3752 0.757
H 0.7714 -0.0320 0.5988 -0.119
H -0.9485 -1.6418 1.2847 0.387
H 0.2315 -2.5420 2.2588 0.363
C -1.6770 -2.7608 -1.0333 -1.227
H -2.0195 -3.1212 -0.0642 0.313
H -1.9827 -3.4959 -1.7785 0.325
H 0.3371 -3.1527 -1.7807 0.589
C -1.5687 0.8132 -2.1122 -1.339
H -2.5477 0.8076 -2.5970 0.564
C -1.5532 1.8266 -0.9607 -0.184
C -2.6450 1.5316 0.0304 -0.151
C -2.3508 0.9964 1.2758 0.195
C -3.3630 0.6716 2.1625 -0.653
C -4.6843 0.8827 1.8123 -0.477
C -4.9872 1.4295 0.5767 -0.692
C -3.9748 1.7520 -0.3068 -0.302
H -4.2179 2.1759 -1.2704 0.404
H -6.0169 1.6000 0.2994 0.383
H -5.4756 0.6236 2.5000 0.393
H -3.1169 0.2502 3.1268 0.412
H -1.3200 0.8370 1.5567 0.602
H -0.5750 1.7991 -0.4761 -0.479
H -1.6935 2.8204 -1.3912 0.578
H -0.7871 1.0610 -2.8355 0.561

Least stable: model two

Model one:
115
Properties=species:S:1:pos:R:3:mulliken_charge:R:1 method="wB97M-V/def2-TZVPD" lumo_energy_ha=-0.1646 e_homo_ev=-12.09 homo_lumo_gap_ev=7.61 charge=+2
Ba -0.1535 -0.3542 0.3891 1.582
O -0.0501 -0.5976 -2.4924 -0.431
C 1.1408 -0.2575 -3.2369 -0.582
C 2.0725 -1.4445 -3.3850 -1.072
C 2.5251 -2.0203 -2.0369 0.914
C 3.3373 -1.0399 -1.2340 0.089
C 4.6887 -0.8599 -1.5028 -0.726
C 5.4155 0.0637 -0.7712 -0.776
C 4.7685 0.7907 0.2165 -0.692
C 3.4219 0.5615 0.4169 -0.887
N 2.7089 -0.3281 -0.2855 0.918
H -0.6365 -1.1014 -3.0661 0.212
H 1.6194 0.5440 -2.6741 0.244
H 0.8566 0.1440 -4.2093 0.476
H 2.9421 -1.1204 -3.9623 0.416
H 1.5835 -2.2253 -3.9743 0.422
H 3.1180 -2.9192 -2.2123 0.409
H 1.6525 -2.3258 -1.4550 -1.073
H 5.1635 -1.4520 -2.2758 0.578
H 6.4705 0.2111 -0.9651 0.479
H 5.2922 1.5196 0.8198 0.537
H 2.8836 1.1196 1.1756 0.555
C -2.4809 6.9739 1.2558 -0.763
S -2.8847 6.5055 2.9516 -0.073
C -4.2251 5.3070 2.6743 -1.144
C -3.8253 3.8333 2.7806 -0.100
C -2.7411 3.4555 1.7838 -1.225
N -2.3184 2.0264 1.8803 1.144
P -0.7980 1.6723 2.5883 -0.181
C -0.8881 2.3431 4.2620 0.125
C -0.6912 3.6911 4.5585 -0.112
C -0.8600 4.1460 5.8566 -0.828
C -1.2145 3.2593 6.8651 -0.610
C -1.3900 1.9117 6.5817 -0.689
C -1.2204 1.4533 5.2846 -0.549
C 0.4282 2.7293 1.7261 1.012
C 0.2774 3.0914 0.3843 0.107
C 1.2857 3.7832 -0.2793 -0.937
C 2.4480 4.1321 0.3924 -0.585
C 2.6056 3.7820 1.7289 -0.777
C 1.6123 3.0725 2.3875 -1.196
P -2.9007 1.0708 0.5375 0.824
C -4.6664 1.4641 0.4254 0.526
C -5.0876 2.2416 -0.6515 -0.403
C -6.4238 2.6007 -0.7718 -0.739
C -7.3386 2.1768 0.1799 -0.551
C -6.9248 1.3920 1.2516 -0.640
C -5.5932 1.0348 1.3768 -0.553
C -2.9608 -0.6668 1.1616 -0.609
C -3.2659 -1.6031 0.1638 -0.012
C -3.5339 -2.9242 0.4933 -0.857
C -3.4743 -3.3323 1.8210 -0.465
C -3.1438 -2.4203 2.8110 -0.897
C -2.8877 -1.0931 2.4851 -0.356
H -1.7359 7.7654 1.3152 0.384
H -3.3599 7.3682 0.7486 0.310
H -2.0645 6.1443 0.6829 0.138
H -4.6598 5.5220 1.6953 0.443
H -4.9956 5.5252 3.4123 0.486
H -4.7149 3.2226 2.6063 0.025
H -3.4746 3.6085 3.7898 0.197
H -1.8747 4.0990 1.9344 0.175
H -3.0964 3.6544 0.7658 0.766
H -0.4233 4.3961 3.7835 0.428
H -0.7197 5.1966 6.0773 0.438
H -1.3446 3.6184 7.8779 0.429
H -1.6500 1.2190 7.3712 0.451
H -1.3387 0.3969 5.0695 0.333
H -0.6549 2.8875 -0.1372 0.317
H 1.1461 4.0766 -1.3126 0.546
H 3.2215 4.6920 -0.1177 0.465
H 3.5027 4.0699 2.2629 0.472
H 1.7445 2.8091 3.4308 0.571
H -4.3723 2.5637 -1.4003 0.477
H -6.7483 3.2049 -1.6093 0.447
H -8.3813 2.4530 0.0870 0.439
H -7.6444 1.0579 1.9881 0.436
H -5.2776 0.4262 2.2143 0.398
H -3.3670 -1.2737 -0.8679 0.485
H -3.8212 -3.6269 -0.2801 0.566
H -3.6913 -4.3601 2.0835 0.438
H -3.0955 -2.7379 3.8452 0.458
H -2.6714 -0.3785 3.2697 0.556
C 5.6181 -5.4542 0.6609 -1.480
C 4.8170 -4.1943 0.3445 0.203
C 3.8884 -3.7545 1.4759 0.255
C 2.7742 -4.7481 1.7791 -1.624
N 1.8119 -4.8684 0.6754 0.057
C 0.7048 -4.1487 0.5354 0.165
S 0.1640 -3.0474 1.7291 -0.130
N -0.0320 -4.3127 -0.5807 0.417
C 0.2310 -5.3136 -1.6133 -1.320
C -0.2106 -6.7241 -1.2323 -0.189
C 0.1282 -7.7566 -2.3062 -0.617
C 1.6281 -7.9470 -2.5132 -1.074
H 6.3639 -5.6478 -0.1100 0.434
H 4.9873 -6.3431 0.7261 0.297
H 6.1439 -5.3526 1.6123 0.328
H 4.2341 -4.3482 -0.5720 -0.105
H 5.5038 -3.3752 0.1241 0.311
H 3.4338 -2.7881 1.2437 -0.336
H 4.4715 -3.6158 2.3908 0.467
H 2.2244 -4.4630 2.6711 0.570
H 3.1791 -5.7453 1.9473 0.465
H 2.0102 -5.5671 -0.0236 0.228
H -0.9692 -3.9506 -0.4989 0.103
H 1.2957 -5.2760 -1.8579 0.118
H -0.2907 -4.9923 -2.5163 0.629
H -1.2884 -6.7087 -1.0504 0.375
H 0.2558 -7.0169 -0.2855 0.282
H -0.3476 -7.4732 -3.2497 0.337
H -0.3182 -8.7087 -2.0169 0.358
H 2.1059 -7.0634 -2.9420 0.255
H 1.8258 -8.7737 -3.1938 0.395
H 2.1266 -8.1796 -1.5676 0.273

Model two:
115
Properties=species:S:1:pos:R:3:mulliken_charge:R:1 method="wB97M-V/def2-TZVPD" lumo_energy_ha=-0.1585 e_homo_ev=-12.03 homo_lumo_gap_ev=7.72 charge=+2
Ba 0.9002 -1.3773 -1.0418 1.634
O 3.6578 -1.4442 -1.1280 -0.208
C 4.5346 -2.5591 -1.4191 -0.684
C 4.8022 -3.3975 -0.1863 -0.821
C 3.5244 -3.9449 0.4621 0.214
C 2.7056 -4.7776 -0.4891 0.124
C 3.0441 -6.0995 -0.7473 -0.656
C 2.3028 -6.8263 -1.6631 -0.562
C 1.2322 -6.2135 -2.2970 -0.934
C 0.9498 -4.9007 -1.9783 -0.600
N 1.6674 -4.1840 -1.1005 0.644
H 4.1885 -0.7179 -0.7837 0.110
H 5.4625 -2.1832 -1.8493 0.432
H 4.0257 -3.1418 -2.1866 0.360
H 5.3564 -2.8094 0.5497 0.435
H 5.4543 -4.2249 -0.4769 0.445
H 2.9172 -3.1137 0.8325 -0.619
H 3.8001 -4.5441 1.3311 0.652
H 3.8793 -6.5513 -0.2280 0.540
H 2.5517 -7.8577 -1.8744 0.461
H 0.6212 -6.7434 -3.0134 0.480
H 0.0999 -4.3974 -2.4271 0.454
C -0.0470 7.3599 -1.4903 -0.809
S 0.8529 6.5746 -2.8424 -0.078
C -0.4268 5.4830 -3.5296 -1.173
C -0.2564 4.0245 -3.1174 0.351
C -0.4079 3.8301 -1.6183 -0.497
N -0.1351 2.4558 -1.1594 0.033
P 1.4463 1.8742 -0.7849 0.571
C 2.5251 3.3201 -0.8561 0.196
C 2.5753 4.2680 0.1659 -0.304
C 3.4094 5.3667 0.0478 -0.769
C 4.1975 5.5234 -1.0864 -0.508
C 4.1580 4.5813 -2.1031 -0.727
C 3.3256 3.4788 -1.9867 -0.433
C 1.3909 1.4611 1.0001 0.109
C 0.2896 1.6446 1.8294 -0.257
C 0.3298 1.2234 3.1542 -0.503
C 1.4608 0.5958 3.6566 -0.653
C 2.5642 0.3963 2.8345 -0.751
C 2.5248 0.8235 1.5155 -0.574
P -1.2299 1.1563 -1.2835 0.240
C -2.8538 1.9490 -1.3196 0.356
C -3.5520 2.2021 -2.4983 -0.384
C -4.7730 2.8597 -2.4538 -0.826
C -5.2954 3.2785 -1.2382 -0.684
C -4.5998 3.0372 -0.0603 -0.846
C -3.3870 2.3695 -0.1020 0.036
C -1.0561 0.3491 -2.9209 -0.221
C -1.9218 -0.7189 -3.1888 -0.240
C -1.6471 -1.6148 -4.2133 -0.783
C -0.4880 -1.4774 -4.9701 -0.687
C 0.3722 -0.4149 -4.7244 -0.753
C 0.0859 0.4951 -3.7110 0.079
H 0.6329 8.0814 -1.0405 0.369
H -0.3535 6.6465 -0.7254 0.198
H -0.9175 7.8953 -1.8650 0.330
H -0.3713 5.5682 -4.6142 0.474
H -1.4046 5.8663 -3.2312 0.473
H 0.7405 3.6887 -3.4213 0.072
H -0.9867 3.4060 -3.6510 0.114
H -1.4211 4.0946 -1.3064 0.596
H 0.2761 4.4985 -1.0971 -0.068
H 1.9647 4.1427 1.0527 0.464
H 3.4492 6.1019 0.8404 0.445
H 4.8465 6.3844 -1.1750 0.429
H 4.7736 4.7051 -2.9838 0.446
H 3.2985 2.7354 -2.7764 0.379
H -0.5894 2.1473 1.4448 0.502
H -0.5200 1.4042 3.8007 0.486
H 1.4922 0.2802 4.6916 0.487
H 3.4603 -0.0650 3.2299 0.510
H 3.4086 0.7152 0.8922 0.357
H -3.1463 1.8885 -3.4520 0.364
H -5.3135 3.0505 -3.3712 0.473
H -6.2454 3.7951 -1.2080 0.424
H -5.0055 3.3665 0.8874 0.480
H -2.8457 2.1780 0.8170 0.149
H -2.8134 -0.8541 -2.5876 0.714
H -2.3384 -2.4220 -4.4190 0.490
H -0.2711 -2.1789 -5.7649 0.455
H 1.2554 -0.2780 -5.3354 0.566
H 0.7531 1.3329 -3.5493 -0.057
C -4.1027 -0.3287 4.1623 -1.542
C -3.4760 0.0997 2.8394 0.385
C -3.9654 -0.6936 1.6290 0.809
C -3.7363 -2.1936 1.7564 -1.943
N -2.3266 -2.5241 1.9807 0.148
C -1.4465 -2.7924 1.0325 0.328
S -1.8520 -2.8333 -0.6143 -0.214
N -0.1348 -3.0156 1.4090 0.824
C 0.2783 -3.0454 2.8186 -1.331
C -0.1387 -4.3034 3.5828 -0.174
C -0.0990 -4.0920 5.0957 -0.733
C -1.2230 -3.1863 5.5911 -0.968
H -3.7994 0.3328 4.9738 0.440
H -3.8137 -1.3421 4.4509 0.219
H -5.1923 -0.3043 4.1065 0.360
H -2.3846 0.0241 2.9006 -0.442
H -3.6924 1.1573 2.6717 0.550
H -3.4716 -0.3392 0.7202 -0.709
H -5.0376 -0.5339 1.4878 0.557
H -4.0668 -2.7187 0.8634 0.601
H -4.2862 -2.6008 2.6042 0.477
H -2.0229 -2.5613 2.9429 -0.106
H 0.2974 -3.7223 0.8207 -0.164
H -0.0989 -2.1352 3.2900 0.134
H 1.3642 -2.9439 2.8369 0.552
H 0.5187 -5.1257 3.2908 0.416
H -1.1486 -4.6030 3.2865 0.389
H 0.8719 -3.6790 5.3858 0.323
H -0.1757 -5.0608 5.5899 0.397
H -1.1610 -2.1763 5.1730 0.143
H -1.1955 -3.0737 6.6739 0.473
H -2.1995 -3.6064 5.3344 0.265

Least stable: model one